[1]
9
Properties=species:S:1:pos:R:3:forces:R:3 method="wB97M-V/def2-TZVPD" homo_energy_ev="-7.658 / -8.406" de_lowest_ev=1.279 s_squared=2.01 spin_multiplicity=3 total_charge=0 homo_lumo_gap_ev="8.11 / 6.86"
C 0.3981 0.5688 1.6311 -1.877 -0.039 0.255
C -1.0406 0.0122 -0.6879 0.911 0.043 -3.070
N 1.3164 -0.2228 1.3683 0.659 0.081 0.074
S -1.0196 1.0470 0.5715 0.393 1.665 2.143
S 2.2361 -0.9892 0.3449 -0.072 -0.107 -0.224
S -0.4681 0.4995 -2.2554 0.198 -1.009 -0.885
H 0.1352 0.8524 2.6644 0.559 0.018 -0.328
H -1.1581 -1.0069 -0.6915 -0.489 -2.264 0.838
H -0.3995 -0.7610 -2.9453 -0.282 1.611 1.198



[2]
79
Properties=species:S:1:pos:R:3:forces:R:3 method="wB97M-V/def2-TZVPD" homo_energy_ev=-16.428 de_lowest_ev=0.112 total_charge=+3 homo_lumo_gap_ev=7.34
Sn 0.9356 0.5814 0.2010 -0.086 0.013 0.043
N 0.9729 2.8209 -0.1344 0.036 -0.009 0.010
C 1.1314 3.5751 1.1388 -0.038 -0.020 0.039
C 0.3760 2.8619 2.2504 0.070 0.013 -0.013
N 0.7310 1.4149 2.3227 -0.014 0.001 0.000
C 1.9190 1.0673 3.1607 0.010 -0.071 0.002
C 3.2349 1.4922 2.5364 0.008 0.004 -0.036
N 3.2929 1.0438 1.1264 -0.014 0.010 0.028
H 0.0701 3.0462 -0.5505 0.007 -0.002 -0.028
H 1.6681 3.1184 -0.8163 0.026 -0.003 0.015
H 2.1927 3.6598 1.3477 0.010 0.006 0.002
H 0.7394 4.5868 1.0317 -0.006 -0.012 -0.014
H 0.5683 3.3516 3.2070 0.015 -0.020 0.002
H -0.6962 2.9202 2.0514 0.001 0.008 0.020
H -0.0554 0.9369 2.7554 -0.029 0.023 -0.035
H 1.8130 1.5086 4.1531 -0.016 0.006 -0.002
H 1.9057 -0.0201 3.2719 -0.008 0.012 0.026
H 3.3602 2.5715 2.5750 0.001 0.008 0.008
H 4.0481 1.0681 3.1273 -0.012 -0.002 0.009
H 3.9593 1.6107 0.6084 -0.008 0.003 -0.010
H 3.6674 0.0951 1.0903 -0.005 -0.005 -0.014
Cl 0.4156 1.1411 -2.7503 -0.088 -0.076 -0.035
C -1.2874 0.7741 -3.0413 -0.058 0.007 0.091
C -1.6783 0.7073 -4.3649 0.008 0.012 -0.003
C -3.0170 0.4871 -4.6564 -0.002 0.000 0.011
C -3.9473 0.3493 -3.6344 0.007 -0.001 0.003
C -3.5362 0.4173 -2.3148 -0.004 0.005 0.002
C -2.1896 0.6148 -1.9902 0.149 0.089 -0.017
P -1.7498 0.6930 -0.2373 -0.013 -0.111 -0.052
C -2.7730 1.9985 0.4728 -0.001 0.006 -0.039
C -2.6125 3.2822 -0.0638 -0.025 -0.017 -0.033
C -3.3499 4.3421 0.4341 0.009 0.000 -0.006
C -4.2528 4.1274 1.4712 -0.005 0.008 0.006
C -4.4292 2.8545 1.9909 -0.001 -0.010 0.012
C -3.6930 1.7841 1.4952 0.053 -0.002 0.049
C -2.1599 -0.9067 0.4997 -0.054 0.042 0.005
C -2.5528 -1.9982 -0.2702 0.027 -0.002 -0.025
C -2.7441 -3.2379 0.3281 -0.006 -0.004 -0.004
C -2.5403 -3.3985 1.6903 -0.003 0.000 0.010
C -2.1532 -2.3123 2.4683 0.001 -0.016 0.011
C -1.9616 -1.0759 1.8750 0.020 0.020 -0.009
H -0.9529 0.8436 -5.1548 0.003 -0.001 -0.004
H -3.3334 0.4412 -5.6897 -0.002 0.000 -0.004
H -4.9923 0.1975 -3.8661 -0.005 -0.002 0.001
H -4.2665 0.3208 -1.5195 -0.006 -0.003 0.000
H -1.9724 3.4432 -0.9289 0.004 0.008 0.006
H -3.2431 5.3282 0.0025 -0.001 0.003 -0.004
H -4.8351 4.9531 1.8569 -0.002 0.004 0.002
H -5.1535 2.6861 2.7764 -0.003 -0.001 0.002
H -3.8581 0.7926 1.8957 -0.004 -0.008 -0.008
H -2.7137 -1.8881 -1.3344 -0.016 0.001 -0.001
H -3.0681 -4.0785 -0.2713 -0.002 0.000 -0.007
H -2.7030 -4.3628 2.1522 0.004 -0.007 0.004
H -2.0254 -2.4283 3.5362 -0.004 0.002 0.008
H -1.7186 -0.2238 2.5028 -0.006 -0.006 0.011
C 1.0363 -2.4949 -4.8404 0.005 -0.001 -0.030
C 0.0375 -2.9808 -4.0088 -0.021 -0.002 0.018
C 0.1772 -2.8759 -2.6338 0.048 0.077 -0.009
C 1.3276 -2.2866 -2.0828 -0.050 -0.127 -0.068
C 2.3273 -1.7981 -2.9397 -0.018 -0.035 0.023
C 2.1787 -1.9009 -4.3090 -0.001 -0.002 0.012
Si 1.4409 -2.3022 -0.2778 0.090 0.250 0.094
C 2.9548 -2.4218 0.7274 0.034 -0.069 -0.053
C 2.7920 -2.7150 2.0912 0.050 0.098 0.006
C 3.8992 -2.8394 2.9178 -0.074 -0.004 0.022
C 5.1741 -2.6767 2.3927 0.052 0.007 -0.036
C 5.3526 -2.4000 1.0388 0.012 -0.009 0.035
C 4.2527 -2.2790 0.2072 -0.065 0.000 0.019
H 0.9331 -2.5889 -5.9135 0.002 0.001 -0.005
H -0.8383 -3.4549 -4.4309 -0.002 -0.003 -0.003
H -0.5978 -3.2696 -1.9861 -0.002 -0.016 0.001
H 3.2230 -1.3362 -2.5418 0.004 0.001 0.002
H 2.9527 -1.5334 -4.9691 0.007 0.000 0.000
H 0.2209 -2.6667 0.4585 0.010 -0.052 -0.048
H 1.8002 -2.8681 2.5046 -0.016 -0.016 -0.007
H 3.7709 -3.0890 3.9627 0.004 -0.001 0.004
H 6.0378 -2.7908 3.0344 0.008 0.004 0.003
H 6.3512 -2.3077 0.6335 0.004 0.002 -0.003
H 4.4093 -2.1029 -0.8494 -0.004 -0.004 -0.009



[3]
88
Properties=species:S:1:pos:R:3:forces:R:3 method="wB97M-V/def2-TZVPD" homo_energy_ev=-13.587 de_lowest_ev=0.000 total_charge=+2 homo_lumo_gap_ev=6.14
Pb -1.3499 -0.6962 -0.1973 -0.069 0.078 -0.108
O -5.4614 1.4611 -1.1478 -0.061 -0.045 -0.045
C -4.3135 0.9701 -0.7230 0.011 0.037 0.025
O -3.9658 -0.1816 -0.8859 0.020 0.051 0.026
C -3.4695 1.9727 0.0028 -0.077 -0.023 -0.002
C -3.8971 3.2472 0.3296 0.079 -0.110 -0.013
C -3.0362 4.0590 1.0636 0.036 -0.063 -0.008
C -1.7995 3.5686 1.4427 -0.030 -0.072 -0.046
C -1.4473 2.2783 1.0574 -0.011 0.141 0.017
N -2.2660 1.5122 0.3501 0.110 0.013 0.048
C -0.0970 1.6902 1.4392 -0.093 0.118 0.049
O 0.6480 2.3429 2.1356 0.086 0.073 0.041
O 0.1577 0.5135 0.9598 0.102 -0.192 0.040
H -5.9567 0.7606 -1.6065 0.016 0.077 0.032
H -4.8742 3.5880 0.0243 -0.036 0.004 -0.013
H -3.3382 5.0599 1.3383 -0.004 0.019 0.006
H -1.0958 4.1472 2.0234 0.008 0.006 0.001
C 4.4340 -1.6020 3.7334 -0.100 0.164 -0.022
Si 3.1550 -0.4565 2.9741 -0.138 -0.171 0.105
C 3.9204 0.9341 2.0003 -0.016 0.011 0.063
C 1.9748 0.1635 4.2716 0.169 0.010 -0.105
C 2.1302 -1.6268 1.7898 -0.048 -0.073 0.094
C 2.3423 -1.5508 0.3759 0.067 0.106 0.284
C 3.6750 -1.4754 -0.0341 -0.031 -0.066 -0.354
C 3.9753 -1.7402 -1.3691 0.010 0.015 0.003
C 2.9347 -1.9377 -2.2485 0.134 0.043 0.046
C 1.6237 -1.8776 -1.7657 -0.089 0.022 0.213
N 1.3222 -1.7422 -0.4872 0.002 -0.211 -0.383
Si 1.2324 -3.2383 2.3992 -0.095 0.332 -0.088
C 0.6300 -3.1481 4.1566 0.135 -0.043 -0.083
C 2.7356 -4.3529 2.2198 -0.170 -0.021 0.032
C -0.0914 -3.8199 1.2140 0.137 -0.164 -0.103
H 5.0781 -0.9750 4.3517 0.059 0.032 0.062
H 5.0714 -2.1114 3.0152 0.052 -0.042 -0.113
H 3.9832 -2.3454 4.3877 -0.055 -0.058 0.041
H 4.8990 1.1719 2.4214 0.013 0.048 0.020
H 3.2829 1.8126 2.0861 -0.061 0.079 0.015
H 4.0589 0.7285 0.9409 -0.015 0.126 0.046
H 2.5745 0.7835 4.9426 0.007 0.050 0.057
H 1.5210 -0.6206 4.8686 -0.019 -0.111 0.044
H 1.2078 0.8028 3.8433 -0.056 0.023 -0.061
H 4.4569 -1.2477 0.6718 0.051 -0.128 0.011
H 5.0012 -1.7384 -1.7093 0.021 -0.018 -0.017
H 3.1130 -2.1088 -3.2996 0.011 -0.001 -0.050
H 0.7916 -1.9600 -2.4549 -0.063 -0.032 -0.044
H 1.4549 -3.1605 4.8665 0.070 0.027 0.071
H 0.0242 -4.0352 4.3489 -0.031 -0.077 0.015
H 0.0113 -2.2742 4.3400 -0.025 0.045 -0.018
H 3.5417 -4.1270 2.9105 0.051 0.040 0.074
H 3.1318 -4.3691 1.2073 0.003 0.020 -0.112
H 2.3738 -5.3590 2.4462 0.026 -0.081 0.028
H -0.8730 -3.0822 1.0503 0.153 -0.163 0.103
H -0.5571 -4.7062 1.6500 -0.026 -0.073 0.052
H 0.3288 -4.1063 0.2528 0.052 -0.066 -0.055
F 3.7210 4.0190 -6.5938 -0.018 -0.026 0.062
C 3.2759 3.5983 -5.4273 -0.039 -0.064 0.125
C 3.8258 2.4606 -4.8438 -0.145 0.075 0.110
F 4.7920 1.7964 -5.4596 0.042 -0.014 -0.025
C 3.3447 2.0278 -3.6203 0.111 -0.024 -0.138
F 3.8830 0.9248 -3.0834 -0.017 0.051 -0.042
C 2.3296 2.7003 -2.9539 -0.021 0.047 -0.077
Se 1.6692 2.0827 -1.2984 0.101 -0.046 0.105
C 1.7886 3.8268 -3.5609 -0.014 0.099 -0.136
F 0.7951 4.4866 -2.9686 0.050 -0.008 -0.059
C 2.2517 4.2852 -4.7858 0.004 -0.112 0.122
F 1.7207 5.3586 -5.3478 0.006 0.000 0.005
C -3.8827 -3.4148 6.3069 -0.047 -0.073 -0.006
C -4.2528 -3.4647 4.8376 -0.110 -0.085 -0.025
N -3.4281 -2.4947 4.1132 0.119 0.106 0.112
C -3.0712 -2.4017 2.8402 -0.002 0.127 -0.127
S -1.8664 -1.2022 2.4970 -0.142 0.387 0.074
N -3.5682 -3.1431 1.8557 0.160 0.020 -0.110
C -4.5922 -4.1895 1.8432 -0.181 0.058 0.025
C -3.9983 -5.5835 1.8933 -0.033 -0.052 0.010
H -4.4748 -4.1396 6.8595 -0.024 -0.023 0.037
H -4.0850 -2.4325 6.7303 -0.012 0.079 0.021
H -2.8304 -3.6521 6.4547 0.054 -0.020 0.002
H -5.3087 -3.2210 4.7044 0.011 -0.044 0.023
H -4.0706 -4.4601 4.4350 -0.016 0.016 0.038
H -2.9938 -1.7915 4.6957 -0.030 -0.037 -0.040
H -3.1205 -2.9837 0.9667 -0.079 -0.011 0.070
H -5.1498 -4.0479 0.9165 -0.008 -0.032 0.028
H -5.2971 -4.0071 2.6502 0.047 -0.045 -0.038
H -3.3433 -5.7579 1.0410 0.037 -0.002 -0.055
H -4.7918 -6.3270 1.8605 -0.034 -0.046 -0.005
H -3.4181 -5.7449 2.8009 0.019 0.005 0.053
O 0.1010 0.9324 -3.1714 0.074 0.065 0.306
N 0.2364 0.9818 -2.0006 -0.142 -0.078 -0.361



[4]
75
Properties=species:S:1:pos:R:3:forces:R:3 method="wB97M-V/def2-TZVPD" homo_energy_ev=-7.813 de_lowest_ev=0.000 total_charge=0 homo_lumo_gap_ev=7.62
C 0.7865 3.2539 -0.5536 0.075 0.303 -0.183
C -0.1168 2.3733 0.2559 -0.375 -0.182 0.179
C -0.3010 2.5634 1.6256 0.240 -0.195 -0.375
C -0.9730 1.6214 2.4000 -0.119 -0.333 -0.413
C -0.9945 1.7953 3.8846 -0.178 0.194 0.414
C -1.5519 0.4795 1.8026 -0.099 0.723 -0.242
C -2.1050 -0.6392 2.6658 2.774 -1.398 -1.502
C -3.4153 -1.2438 2.2677 -1.022 -0.167 -0.254
B -0.8138 -1.7370 2.3484 -2.787 1.617 2.161
O 0.3792 -1.4819 2.9861 -0.244 -0.769 -0.391
C 0.7709 -2.7989 3.4452 0.153 -0.238 -0.063
C 2.2782 -2.8199 3.5474 0.334 -0.328 -0.094
C 0.1635 -3.0067 4.8376 -0.104 -0.024 0.045
C 0.1327 -3.7571 2.3515 0.409 -0.026 -0.391
C 1.0121 -3.9342 1.1141 0.193 0.084 -0.150
C -0.3082 -5.1304 2.8111 -0.060 -0.126 0.389
O -1.0539 -3.0212 1.9392 0.741 0.291 0.340
C -1.4618 0.3432 0.3915 0.033 0.411 0.315
C -2.0352 -0.8042 -0.3898 -0.060 -0.246 -0.515
C -0.7705 1.2964 -0.3465 0.393 0.296 0.249
H 1.6767 2.7108 -0.9034 -0.226 0.062 0.157
H 0.2774 3.6316 -1.4476 0.077 0.018 0.129
H 1.1296 4.1049 0.0416 -0.032 -0.049 -0.140
H 0.1306 3.4394 2.1118 0.007 -0.207 -0.080
H -0.7207 2.8202 4.1607 0.028 -0.168 -0.046
H -1.9991 1.6098 4.2794 0.441 -0.018 -0.069
H -0.3013 1.1051 4.3863 -0.152 0.101 -0.104
H -2.0731 -0.4123 3.7384 0.125 0.002 -0.437
H -3.7679 -1.9274 3.0493 0.103 0.130 -0.245
H -4.1822 -0.4635 2.1311 0.114 -0.262 -0.015
H -3.3535 -1.8141 1.3366 -0.122 0.115 0.333
H 2.6063 -3.8069 3.8998 0.061 0.177 -0.111
H 2.7557 -2.6016 2.5857 -0.119 -0.061 0.223
H 2.6169 -2.0718 4.2742 -0.156 -0.134 -0.142
H 0.5261 -3.9437 5.2803 -0.140 0.160 -0.106
H 0.4747 -2.1813 5.4931 -0.079 -0.168 -0.225
H -0.9366 -3.0286 4.8058 0.277 0.013 -0.024
H 1.8501 -4.6105 1.3303 -0.142 0.192 -0.071
H 0.4104 -4.3808 0.3103 0.121 0.100 0.254
H 1.4123 -2.9821 0.7419 -0.110 -0.162 0.142
H 0.5606 -5.7035 3.1580 -0.163 0.060 -0.021
H -1.0441 -5.0779 3.6212 0.143 -0.006 -0.170
H -0.7576 -5.6694 1.9674 0.095 0.154 0.200
H -1.5695 -0.8329 -1.3850 -0.103 0.041 0.248
H -1.8406 -1.7773 0.0721 -0.168 0.170 -0.132
H -3.1151 -0.6805 -0.5562 0.233 -0.178 0.170
H -0.6919 1.1797 -1.4289 0.019 -0.061 0.226
C -3.2597 -2.2362 7.2463 0.390 -0.149 0.337
C -3.9003 -1.3619 6.2400 -1.085 0.232 -0.887
C -4.9545 -1.6806 5.3982 0.576 0.412 0.613
C -5.3701 -0.5807 4.5981 0.818 0.584 0.157
C -4.5672 0.5443 4.7458 -0.996 -1.434 1.100
C -4.7188 1.8023 4.0611 -0.155 1.091 -0.595
C -4.0075 2.9511 4.4714 -0.306 -0.488 -0.232
C -4.0625 4.1066 3.7107 -0.155 0.186 -0.018
C -3.1895 5.2833 4.0509 0.659 0.716 0.083
F -3.9161 6.4303 4.2266 0.668 -0.899 -0.163
F -2.4568 5.0886 5.1886 -0.641 0.202 -0.931
F -2.2873 5.5334 3.0396 -0.878 -0.150 0.988
C -4.9093 4.2096 2.6102 0.190 -0.232 0.148
C -5.6617 3.0982 2.2499 -0.242 -0.038 -0.066
C -6.5970 3.2169 1.0763 -0.426 0.079 -0.719
F -5.9109 3.4057 -0.0974 -0.704 -0.111 0.986
F -7.3709 2.1018 0.9124 0.592 0.977 0.064
F -7.4468 4.2837 1.2202 0.707 -0.915 -0.239
C -5.5713 1.8961 2.9346 0.586 0.120 0.554
S -3.4177 0.2876 6.0389 -0.406 -0.461 -0.465
H -3.7414 -3.2185 7.2358 0.121 0.146 0.061
H -2.1890 -2.3630 7.0307 -0.236 -0.042 0.144
H -3.3575 -1.8008 8.2507 0.072 -0.222 -0.187
H -5.3979 -2.6772 5.3703 0.079 0.361 0.039
H -6.2130 -0.6062 3.9162 0.185 -0.120 0.059
H -3.4103 2.9296 5.3838 -0.092 -0.008 -0.357
H -4.9786 5.1337 2.0492 0.028 -0.064 0.002
H -6.1529 1.0344 2.6087 0.225 0.318 0.056



[5]
16
Properties=species:S:1:pos:R:3:forces:R:3 method="wB97M-V/def2-TZVPD" homo_energy_ev=-8.673 de_lowest_ev=4.738 total_charge=0 homo_lumo_gap_ev=9.39
C 1.7161 -0.3772 -0.8707 1.740 1.434 -0.268
C 0.9965 0.6848 0.0568 1.728 1.487 -2.646
O 2.0022 1.1880 0.9226 -0.182 -3.105 2.193
C -0.1833 0.0721 0.6686 -0.993 -1.064 -0.187
N -1.2211 0.0183 -0.1580 1.693 2.695 1.870
C -2.5464 -0.3951 0.2939 2.468 -2.360 0.023
O -1.1238 0.6554 -1.2593 -1.068 -0.906 -0.555
H 2.2924 -1.2277 -0.3683 -1.465 0.886 -0.193
H 1.0107 -0.6678 -1.6450 0.260 -0.443 -0.072
H 2.5964 0.2083 -1.3265 -1.450 -0.782 0.260
H 0.6930 1.6163 -0.6344 0.414 -2.273 1.612
H 2.2180 0.3045 1.4167 0.162 2.731 -0.799
H -0.1191 -0.5440 1.5965 -0.450 0.754 -0.800
H -2.4735 -0.6259 1.3341 0.224 -0.666 0.700
H -3.2194 0.3811 0.2806 -1.597 1.636 -1.134
H -2.6387 -1.2910 -0.3076 -1.486 -0.025 -0.005



[6]
15
Properties=species:S:1:pos:R:3:forces:R:3 method="wB97M-V/def2-TZVPD" homo_energy_ev=-10.480 de_lowest_ev=1.117 total_charge=0 homo_lumo_gap_ev=10.76
O 0.4413 -1.6141 0.7493 -0.156 1.442 -0.265
H 0.4173 -0.8381 0.0885 0.030 -1.420 1.433
H 0.2983 -1.1923 1.6229 0.302 -0.334 -0.822
O 0.0596 -0.9079 -2.7839 0.022 0.090 -0.060
H 0.1170 -0.2012 -2.1133 0.281 -0.555 -0.451
H 0.7146 -1.5786 -2.5537 -0.176 0.276 0.106
O -2.4354 -0.3064 -0.0631 1.027 0.359 -2.131
H -2.1643 -0.3899 0.8121 0.876 -0.529 2.437
H -3.3623 -0.2908 -0.0213 -1.993 0.106 -0.194
O 1.7793 1.4064 1.7672 -1.665 2.147 1.753
H 2.1157 2.2305 2.2011 -0.427 -1.147 -0.609
H 2.4926 1.0557 1.3022 1.989 -1.013 -1.225
O 0.0624 0.7121 -0.5971 0.427 0.189 -0.381
H 0.3446 1.3225 0.0793 0.363 0.419 0.464
H -0.8807 0.5923 -0.4902 -0.903 -0.030 -0.055



Copy entry 5 word for word.
16
Properties=species:S:1:pos:R:3:forces:R:3 method="wB97M-V/def2-TZVPD" homo_energy_ev=-8.673 de_lowest_ev=4.738 total_charge=0 homo_lumo_gap_ev=9.39
C 1.7161 -0.3772 -0.8707 1.740 1.434 -0.268
C 0.9965 0.6848 0.0568 1.728 1.487 -2.646
O 2.0022 1.1880 0.9226 -0.182 -3.105 2.193
C -0.1833 0.0721 0.6686 -0.993 -1.064 -0.187
N -1.2211 0.0183 -0.1580 1.693 2.695 1.870
C -2.5464 -0.3951 0.2939 2.468 -2.360 0.023
O -1.1238 0.6554 -1.2593 -1.068 -0.906 -0.555
H 2.2924 -1.2277 -0.3683 -1.465 0.886 -0.193
H 1.0107 -0.6678 -1.6450 0.260 -0.443 -0.072
H 2.5964 0.2083 -1.3265 -1.450 -0.782 0.260
H 0.6930 1.6163 -0.6344 0.414 -2.273 1.612
H 2.2180 0.3045 1.4167 0.162 2.731 -0.799
H -0.1191 -0.5440 1.5965 -0.450 0.754 -0.800
H -2.4735 -0.6259 1.3341 0.224 -0.666 0.700
H -3.2194 0.3811 0.2806 -1.597 1.636 -1.134
H -2.6387 -1.2910 -0.3076 -1.486 -0.025 -0.005